Record 1
ORCA calculation (ωB97M-V with the def2-TZVPD basis set) on C5H9Cl as an isolated structure.

Properties
**Spin multiplicity**: 1
**Energy above the lowest of the compared OMol25 structures with the same formula, charge and spin**: 159.1 kJ/mol
**Max |F|**: 3.5 eV Å⁻¹
**Kohn-Sham gap**: 11.44 eV
**Calculated total energy**: -656.03721 a.u.
**Lowest unoccupied orbital energy**: 1.062 eV
**Highest occupied orbital energy**: -10.4 eV

The geometry in XYZ format:
```
15
Properties=species:S:1:pos:R:3:forces:R:3
C -1.032 1.276 -0.782 -1.381 -1.129 -0.960
C -0.415 -0.161 -0.526 0.254 1.253 -1.330
C -0.478 -0.656 0.885 -2.170 -0.606 1.699
C 0.977 -1.209 0.761 -0.115 -0.514 -0.747
C 1.093 -0.104 -0.271 2.442 1.636 -1.934
H -0.446 1.782 -1.567 -0.671 -0.393 -0.031
H -2.185 1.284 -0.982 2.292 -0.186 0.039
H -0.625 -0.909 -1.337 -0.349 0.788 0.749
H -1.402 -1.240 1.158 1.137 0.000 -0.061
H -0.562 0.301 1.490 0.670 -1.573 -0.217
H 1.025 -2.118 0.007 -0.222 1.089 2.295
H 1.701 -1.248 1.622 -0.934 -0.211 -0.891
H 1.866 -0.304 -1.062 -0.989 0.070 0.184
H 1.311 0.956 -0.001 0.088 -0.938 0.760
Cl -0.830 2.350 0.605 -0.053 0.713 0.447
```
Positions in Å, forces in eV/Å.

These are the natural (NBO) partial charges, in e, on atoms 1 to 4:
1 C -0.384
2 C -0.247
3 C -0.421
4 C -0.402



Record 2
ORCA calculation (ωB97M-V with the def2-TZVPD basis set) on a 2-piece molecular cluster, C5H9Cl2F3N2O2 overall.

Properties
**Spin multiplicity**: 1
**Energy above the lowest of the compared OMol25 structures with the same formula, charge and spin**: 166.1 kJ/mol
**Max |F|**: 3.5 eV Å⁻¹
**Kohn-Sham gap**: 9.74 eV
**Calculated total energy**: -1675.90476 a.u.
**Lowest unoccupied orbital energy**: 0.497 eV
**Highest occupied orbital energy**: -9.2 eV

The geometry in XYZ format:
```
23
Properties=species:S:1:pos:R:3:forces:R:3
C -0.139 1.866 0.868 -0.039 -0.174 -0.125
C 0.028 0.675 -0.046 -0.803 -2.227 -0.079
C -0.860 -1.040 0.670 1.137 3.269 -0.008
C 1.463 0.303 -0.338 0.112 0.115 -0.042
C -0.726 0.860 -1.354 0.010 0.077 -0.183
N -0.300 -2.149 0.036 -0.355 -0.470 0.048
N 1.620 -0.678 -1.274 0.188 -0.205 -0.470
O -2.167 -0.865 0.377 -0.267 -0.603 0.000
O -0.624 -0.912 2.004 -0.243 -0.471 0.328
F -0.112 1.666 -2.239 0.145 0.216 0.009
F -0.945 -0.291 -2.013 -0.071 -0.277 -0.107
F -1.939 1.405 -1.151 -0.171 0.160 0.248
Cl 2.502 1.696 -0.770 0.161 0.117 0.069
Cl 2.231 -0.257 1.365 0.189 -0.030 0.227
H 0.465 1.748 1.762 0.003 0.007 0.083
H -1.179 2.008 1.151 -0.053 -0.032 0.045
H 0.195 2.765 0.344 -0.044 0.059 0.103
H 0.095 -2.805 0.700 -0.130 0.025 -0.037
H -0.971 -2.582 -0.585 0.018 -0.089 0.010
H 1.015 -1.485 -1.125 0.176 0.262 0.052
H 2.570 -0.905 -1.523 0.000 0.147 0.069
H -2.554 -0.205 0.966 0.178 0.057 0.014
H 0.334 -0.816 2.175 -0.142 0.070 -0.254
```
Positions in Å, forces in eV/Å.

These are the natural (NBO) partial charges, in e, on atoms 1 to 4:
1 C -0.645
2 C -0.285
3 C 0.807
4 C 0.253



Record 3
ORCA calculation (ωB97M-V with the def2-TZVPD basis set) on one molecule with the formula C5H9Cl2NSi.

Properties
**Spin multiplicity**: 1
**Energy above the lowest of the compared OMol25 structures with the same formula, charge and spin**: 0.0 kJ/mol
**Max |F|**: 2.1 eV Å⁻¹
**Kohn-Sham gap**: 11.34 eV
**SMILES**: C[Si](Cl)(Cl)CCCC#N
**Calculated total energy**: -1460.66585 a.u.
**Lowest unoccupied orbital energy**: 0.544 eV
**Highest occupied orbital energy**: -10.8 eV

The geometry in XYZ format:
```
18
Properties=species:S:1:pos:R:3:forces:R:3
N -0.500 3.026 1.891 0.172 0.003 -0.290
Cl 0.531 -1.957 -2.152 -0.427 0.664 0.840
Cl -2.246 -0.316 -0.850 0.871 -0.419 0.092
C -0.240 2.723 0.811 -0.687 0.787 1.864
C 0.034 2.239 -0.489 0.633 -0.018 -1.518
C 1.107 1.157 -0.418 0.891 -0.199 -0.351
C -0.890 -2.884 0.498 0.647 0.383 -0.031
C 0.750 0.005 0.523 -1.016 -1.212 -0.918
Si -0.407 -1.278 -0.347 -0.388 0.046 -0.550
H 0.298 3.077 -1.165 0.064 -0.468 0.353
H -0.872 1.803 -0.875 -0.410 -0.034 -0.202
H 1.294 0.749 -1.419 -0.166 0.165 0.032
H 2.075 1.587 -0.130 -0.271 0.079 0.159
H -0.449 -3.647 -0.130 0.185 -0.311 -0.093
H -0.368 -2.927 1.460 -0.398 -0.140 0.075
H -1.952 -3.123 0.560 0.110 0.432 0.234
H 0.197 0.320 1.407 0.179 0.166 0.213
H 1.636 -0.555 0.824 0.010 0.075 0.093
```
Positions in Å, forces in eV/Å.

These are the natural (NBO) partial charges, in e, on atoms 1 to 4:
1 N -0.329
2 Cl -0.409
3 Cl -0.404
4 C 0.289



Record 4
ORCA calculation (ωB97M-V with the def2-TZVPD basis set) on one molecule with the formula C5H9ClFN.

Properties
**Spin multiplicity**: 1
**Energy above the lowest of the compared OMol25 structures with the same formula, charge and spin**: 83.9 kJ/mol
**Max |F|**: 2.1 eV Å⁻¹
**Kohn-Sham gap**: 10.19 eV
**SMILES**: C[C@H](Cl)/C=C(\F)CN
**Calculated total energy**: -810.69242 a.u.
**Lowest unoccupied orbital energy**: 0.847 eV
**Highest occupied orbital energy**: -9.3 eV

The geometry in XYZ format:
```
17
Properties=species:S:1:pos:R:3:forces:R:3
C -0.381 -1.935 -1.109 0.118 1.114 0.279
C -0.532 -1.246 0.272 0.226 -1.143 -0.563
C 0.214 0.001 0.518 0.516 -0.423 -1.629
C 1.192 0.527 -0.228 0.291 1.072 0.508
C 1.697 1.933 -0.062 -1.402 1.155 0.956
H -0.958 -2.824 -1.052 -0.380 -0.898 -0.231
H -0.716 -1.345 -1.966 -0.431 0.268 0.426
H 0.643 -2.148 -1.392 0.368 -0.265 0.555
H -0.246 -1.946 1.057 -0.170 -0.242 -0.103
H -0.077 0.496 1.413 -0.203 0.803 0.136
H 2.637 1.911 0.469 0.438 0.117 0.061
H 1.873 2.412 -1.053 -0.130 -0.579 0.582
H 0.694 2.596 1.698 -0.363 0.011 -0.724
H -0.119 2.916 0.191 0.005 -0.211 0.684
N 0.750 2.804 0.702 1.468 -0.145 -0.744
F 1.947 -0.035 -1.205 -0.976 -0.774 -0.027
Cl -2.332 -1.004 0.602 0.625 0.139 -0.165
```
Positions in Å, forces in eV/Å.

These are the natural (NBO) partial charges, in e, on atoms 1 to 4:
1 C -0.628
2 C -0.167
3 C -0.340
4 C 0.425



Record 5
ORCA calculation (ωB97M-V with the def2-TZVPD basis set) on an isolated ion of composition C5H9ClN and charge +1.

Properties
**Spin multiplicity**: 1
**Energy above the lowest of the compared OMol25 structures with the same formula, charge and spin**: 264.7 kJ/mol
**Max |F|**: 5.8 eV Å⁻¹
**Kohn-Sham gap**: 10.53 eV
**Calculated total energy**: -710.48278 a.u.
**Charge**: +1
**Lowest unoccupied orbital energy**: -3.536 eV
**Highest occupied orbital energy**: -14.1 eV

The geometry in XYZ format:
```
16
Properties=species:S:1:pos:R:3:forces:R:3
C 0.869 1.466 0.758 0.624 -1.573 -0.723
C -1.133 0.433 -0.594 3.616 -1.552 -4.157
C -0.048 -1.366 0.669 1.727 5.448 1.022
C 0.276 1.044 -0.593 -1.123 -1.706 1.417
C 1.240 0.147 0.129 -3.367 -1.872 1.515
N -0.973 -1.086 -0.463 -0.500 -0.118 2.813
Cl 2.780 -0.391 -0.244 0.791 -0.164 -0.505
H 1.665 2.185 0.673 0.036 0.335 0.446
H 0.360 1.283 1.706 -0.298 0.914 -0.465
H -1.790 0.721 0.096 -2.427 1.267 3.033
H -1.540 0.567 -1.592 -0.426 0.170 0.037
H 0.477 -2.242 0.702 1.152 -2.430 -1.010
H -0.341 -1.200 1.729 -0.670 0.490 -1.113
H 0.514 1.379 -1.570 0.685 1.091 -0.337
H -1.961 -1.403 -0.223 1.614 -0.503 -1.192
H -0.396 -1.538 -1.182 -1.433 0.201 -0.780
```
Positions in Å, forces in eV/Å.

These are the natural (NBO) partial charges, in e, on atoms 1 to 4:
1 C -0.418
2 C -0.185
3 C -0.258
4 C -0.304



Record 6
ORCA calculation (ωB97M-V with the def2-TZVPD basis set) on one molecule with the formula C5H9ClN2.

Properties
**Spin multiplicity**: 1
**Energy above the lowest of the compared OMol25 structures with the same formula, charge and spin**: 374.3 kJ/mol
**Max |F|**: 5.1 eV Å⁻¹
**Kohn-Sham gap**: 7.77 eV
**Calculated total energy**: -765.48751 a.u.
**Lowest unoccupied orbital energy**: 0.741 eV
**Highest occupied orbital energy**: -7.0 eV

The geometry in XYZ format:
```
17
Properties=species:S:1:pos:R:3:forces:R:3
C 1.286 -0.173 0.023 -1.090 0.638 1.706
C 0.236 -1.093 0.145 0.052 0.261 -0.603
C -1.385 0.535 0.182 -1.899 -0.875 -0.151
C 2.240 1.941 -0.025 1.049 -0.047 -2.983
C -2.142 -1.752 -0.019 1.283 1.047 -4.860
N 1.131 1.095 0.126 -1.433 0.901 0.900
N -1.100 -0.742 0.062 0.943 1.259 0.920
Cl -3.088 1.030 -0.042 1.470 -0.140 0.356
H 2.278 -0.519 0.177 1.139 -0.994 -0.666
H 0.512 -2.050 -0.144 -0.188 -1.950 -0.071
H -0.503 1.122 0.445 -0.493 1.206 -0.299
H 2.498 2.745 0.655 -0.698 -0.111 0.674
H 3.118 1.256 -0.104 0.188 0.929 -0.321
H 1.985 2.451 -1.036 1.243 -0.464 1.349
H -2.436 -1.686 -1.142 -0.132 -0.402 1.908
H -1.708 -2.690 0.115 0.471 -1.466 0.646
H -2.921 -1.470 0.582 -1.907 0.207 1.494
```
Positions in Å, forces in eV/Å.

These are the natural (NBO) partial charges, in e, on atoms 1 to 4:
1 C 0.044
2 C -0.257
3 C -0.015
4 C -0.409